The following is a DFT calculation (the ωB97M-V functional and the def2-TZVPD basis) of 2 unconnected molecules or ions with the total composition C5H12Cl in a non-equilibrium geometry.

Values from the calculation:
LUMO energy ... 3.45 eV
Orbital gap ... 7.1 eV
E_tot ... -657.88518 Ha
Net charge ... -1
ΔE to the lowest compared entry with this formula, charge and spin ... 60.0 kcal per mole

Element x y z (Å)
Cl -0.65 3.58 -2.64
C 0.84 0.55 -1.93
C 0.83 -0.09 -0.53
C -0.45 0.31 0.16
C -0.45 -0.14 1.40
C -0.66 -1.57 1.79
H 1.81 0.22 -2.44
H 0.74 1.70 -1.73
H 0.05 0.11 -2.67
H 1.63 0.24 -0.02
H 1.09 -1.23 -0.65
H -1.13 -0.20 -0.42
H -0.52 1.38 0.07
H -1.21 0.43 1.84
H 0.35 0.21 2.05
H 0.09 -2.17 1.35
H -1.71 -1.68 1.51
H -0.65 -1.63 2.85

The following is a DFT calculation (the ωB97M-V functional and the def2-TZVPD basis) of 2 unconnected molecules or ions with the total composition C6H11IO in a non-equilibrium geometry.

Values from the calculation:
LUMO energy ... 0.72 eV
Orbital gap ... 9.3 eV
E_tot ... -608.00353 Ha
Net charge ... 0
ΔE to the lowest compared entry with this formula, charge and spin ... 33.5 kcal per mole

Element x y z (Å)
C -1.00 -1.93 1.06
C -1.22 -0.89 0.26
C 1.31 -0.75 -0.48
C -0.19 0.71 -2.02
C 0.29 1.57 1.50
C 0.24 0.28 -0.60
O 0.05 1.46 0.08
I -3.02 0.09 -0.04
H -1.87 -2.38 1.67
H 0.09 -2.36 1.24
H 2.33 -0.49 -0.88
H 1.45 -1.08 0.55
H 0.99 -1.67 -0.89
H -0.28 -0.16 -2.84
H 0.68 1.30 -2.43
H -1.05 1.31 -1.88
H -0.23 0.79 2.19
H 0.09 2.67 1.88
H 1.36 1.54 1.63

The following is a DFT calculation (the ωB97M-V functional and the def2-TZVPD basis) of 2 unconnected molecules or ions with the total composition C5H13NO2P in a non-equilibrium geometry.

Values from the calculation:
LUMO energy ... 3.72 eV
Orbital gap ... 7.8 eV
E_tot ... -744.95607 Ha
Net charge ... -1
ΔE to the lowest compared entry with this formula, charge and spin ... 59.5 kcal per mole

Element x y z (Å)
C 0.50 1.51 -1.64
C 0.87 -0.92 -0.98
C -0.91 -0.15 -2.64
C -1.49 0.13 2.62
C 0.11 0.07 -1.80
N 0.93 1.20 1.34
O 1.10 -1.00 2.83
O 0.51 1.17 4.02
P 0.36 0.54 2.70
H -0.13 2.27 -2.20
H 0.60 1.89 -0.62
H 1.45 1.71 -2.27
H 1.76 -1.48 -1.41
H 0.12 -1.77 -0.78
H 1.01 -0.56 0.00
H -1.13 -1.08 -3.12
H 2.01 -0.95 2.59
H -1.26 0.73 -3.18
H -2.10 0.73 3.26
H -1.79 0.31 1.61
H -1.60 -0.89 3.09
H 1.41 2.06 1.67

The following is a DFT calculation (the ωB97M-V functional and the def2-TZVPD basis) of a molecular structure, C2H4N2S in a non-equilibrium geometry.

Values from the calculation:
LUMO energy (spin up / spin down) ... -0.52 / -0.52 eV
Orbital gap (spin up / spin down) ... 7.8 / 7.8 eV
E_tot ... -586.17822 Ha
Net charge ... 0
ΔE to the lowest compared entry with this formula, charge and spin ... 72.9 kcal per mole

Element x y z (Å)
C -0.67 0.46 -0.16
C 0.60 0.27 0.69
N -0.50 -0.96 -0.42
N 0.57 -1.14 0.34
S 2.15 0.42 -0.24
H -1.58 0.68 0.39
H -0.56 1.11 -1.02
H 0.65 0.59 1.73
H -0.65 -1.44 -1.30

The following is a DFT calculation (the ωB97M-V functional and the def2-TZVPD basis) of C4H9NO2S in the gas phase in a non-equilibrium geometry.

Values from the calculation:
LUMO energy ... 0.80 eV
Orbital gap ... 9.2 eV
SMILES ... OC(O)NSC1CC1
E_tot ... -761.14243 Ha
Net charge ... 0
ΔE to the lowest compared entry with this formula, charge and spin ... 75.9 kcal per mole

Element x y z (Å)
C -1.60 0.59 -0.01
C -2.41 -0.57 -0.47
C -1.33 -0.76 0.61
C 2.46 0.47 0.06
N 1.13 -0.05 -0.67
O 2.21 0.41 1.39
O 3.50 -0.35 -0.25
S 0.34 -1.38 0.09
H -1.01 0.95 -0.81
H -2.21 1.30 0.70
H -3.40 -0.66 -0.22
H -2.18 -1.04 -1.55
H -1.68 -1.12 1.57
H 2.71 1.46 -0.33
H 1.42 -0.32 -1.62
H 1.62 1.01 1.84
H 3.40 -1.19 0.17

The following is a DFT calculation (the ωB97M-V functional and the def2-TZVPD basis) of 4 unconnected molecules or ions with the total composition C15H35NO4Si in a non-equilibrium geometry.

Values from the calculation:
LUMO energy ... 0.79 eV
Orbital gap ... 9.8 eV
SMILES ... CCCN[SiH2]O.C1CCOC1.C1CCOC1.C1CCOC1
E_tot ... -1237.72862 Ha
Net charge ... 0

Element x y z (Å)
C -0.35 1.39 0.42
C -0.34 2.83 -0.17
C -1.73 3.18 -0.79
N -2.73 3.64 0.20
Si -3.96 2.44 0.61
O -4.32 1.33 -0.62
H -1.05 1.38 1.28
H -0.73 0.68 -0.33
H 0.66 1.11 0.75
H 0.37 2.83 -1.03
H 0.03 3.60 0.53
H -1.54 4.02 -1.49
H -2.05 2.33 -1.42
H -2.19 3.77 1.06
H -5.21 3.20 0.87
H -3.68 1.70 1.86
H -4.15 1.68 -1.49
C 0.13 4.12 4.74
C -1.17 4.65 5.33
C -2.16 4.35 4.22
O -1.69 3.17 3.55
C -0.35 2.89 3.98
H 0.89 3.89 5.48
H 0.55 4.85 4.04
H -1.43 4.08 6.22
H -1.13 5.70 5.59
H -2.20 5.16 3.49
H -3.17 4.17 4.59
H -0.38 2.01 4.63
H 0.27 2.66 3.11
C -0.01 -2.70 -3.63
C 1.22 -1.95 -3.15
C 0.93 -0.54 -3.63
O -0.49 -0.38 -3.62
C -1.10 -1.66 -3.43
H -0.20 -3.62 -3.09
H 0.09 -2.94 -4.69
H 1.27 -1.97 -2.06
H 2.16 -2.35 -3.54
H 1.28 -0.38 -4.66
H 1.39 0.22 -3.00
H -1.51 -1.70 -2.42
H -1.92 -1.78 -4.14
C 3.53 -6.46 -1.30
C 3.10 -5.71 -0.05
C 3.26 -4.26 -0.49
O 3.00 -4.23 -1.90
C 2.98 -5.57 -2.40
H 3.15 -7.48 -1.35
H 4.62 -6.50 -1.36
H 2.05 -5.92 0.17
H 3.69 -5.95 0.83
H 4.28 -3.91 -0.32
H 2.56 -3.59 0.02
H 1.94 -5.83 -2.64
H 3.56 -5.63 -3.32

The following is a DFT calculation (the ωB97M-V functional and the def2-TZVPD basis) of C6H6O2S in the gas phase in a non-equilibrium geometry.

Values from the calculation:
LUMO energy (spin up / spin down) ... -2.09 / -2.12 eV
Orbital gap (spin up / spin down) ... 7.0 / 7.0 eV
SMILES ... C=C/C=C\C=C=S(=O)=O
E_tot ... -780.66792 Ha
Net charge ... 0
ΔE to the lowest compared entry with this formula, charge and spin ... 131.5 kcal per mole

Element x y z (Å)
C 0.32 -0.58 1.17
C 1.53 -1.12 0.52
C -0.71 0.23 0.79
C -0.97 0.95 -0.43
C 1.70 -1.22 -0.80
C -0.33 0.53 -1.55
O 2.28 -3.13 -2.45
O 3.98 -1.29 -2.21
S 2.95 -2.18 -1.61
H 0.16 -0.95 2.25
H 2.10 -1.54 1.36
H -1.38 0.22 1.55
H -1.67 1.68 -0.40
H -0.50 0.86 -2.63
H 0.59 -0.11 -1.60

The following is a DFT calculation (the ωB97M-V functional and the def2-TZVPD basis) of a molecular structure, C48H38AsN5O8PbSe in a non-equilibrium geometry.

Values from the calculation:
LUMO energy ... 3.93 eV
Orbital gap ... 5.7 eV
E_tot ... -7557.62119 Ha
Net charge ... -2
ΔE to the lowest compared entry with this formula, charge and spin ... 51.5 kcal per mole

Element x y z (Å)
Pb 0.68 -0.59 -0.21
C 2.29 -2.87 3.66
C 2.68 -1.85 4.50
C 2.67 -0.54 4.05
C 2.27 -0.29 2.74
N 1.86 -1.28 1.95
C 1.87 -2.53 2.39
C 2.51 1.05 2.05
C 2.55 2.21 2.98
C 2.53 3.44 2.43
C 2.27 3.59 1.04
C 1.77 2.50 0.37
N 1.63 1.29 0.95
C 1.40 2.62 -1.08
C 1.38 3.83 -1.76
C 1.21 3.84 -3.13
C 1.01 2.64 -3.80
C 0.98 1.48 -3.04
N 1.19 1.48 -1.73
H 2.32 -3.91 3.97
H 3.01 -2.06 5.51
H 3.01 0.26 4.69
H 1.52 -3.29 1.69
H 2.66 2.07 4.05
H 2.67 4.32 3.05
H 2.41 4.55 0.55
H 1.50 4.77 -1.23
H 1.22 4.77 -3.67
H 0.87 2.59 -4.87
H 0.78 0.51 -3.50
C 1.85 -1.20 -4.49
O 0.57 -0.92 -5.05
C -0.59 -1.02 -4.30
C -1.73 -0.71 -5.01
C -3.00 -0.76 -4.42
C -3.09 -1.13 -3.09
C -1.95 -1.42 -2.34
C -2.07 -1.79 -0.92
N -3.01 -1.32 -0.20
N -3.16 -1.79 1.09
C -2.14 -1.71 1.88
O -0.95 -1.30 1.67
C -2.48 -2.10 3.32
C -3.79 -2.12 3.79
C -4.06 -2.44 5.12
C -3.02 -2.74 6.00
C -1.71 -2.72 5.52
C -1.45 -2.39 4.20
C -0.63 -1.37 -2.90
O 0.41 -1.58 -2.20
H 2.56 -0.95 -5.28
H 2.06 -0.62 -3.60
H 1.96 -2.25 -4.23
H -1.61 -0.44 -6.06
H -3.89 -0.53 -5.01
H -4.05 -1.21 -2.60
H -1.33 -2.48 -0.51
H -4.59 -1.89 3.10
H -5.08 -2.44 5.48
H -3.22 -2.99 7.03
H -0.89 -2.95 6.19
H -0.44 -2.34 3.83
O 3.94 0.97 1.52
Se 4.55 -0.32 0.45
O 4.91 -1.55 1.45
O 3.34 -0.67 -0.61
O 5.82 0.40 -0.23
O -1.52 1.15 -0.82
As -2.50 2.15 0.06
C -2.65 3.82 -0.89
C -3.03 5.03 -0.31
C -3.11 6.18 -1.09
C -2.84 6.11 -2.45
C -2.49 4.90 -3.04
C -2.39 3.76 -2.26
C -2.02 2.55 1.88
C -2.29 1.57 2.84
C -1.90 1.78 4.16
C -1.27 2.97 4.51
C -1.01 3.94 3.55
C -1.38 3.73 2.23
C -4.36 1.61 0.10
C -5.18 1.72 1.21
C -6.51 1.35 1.12
C -7.02 0.87 -0.08
C -6.20 0.78 -1.20
C -4.87 1.14 -1.11
H -3.26 5.07 0.74
H -3.38 7.12 -0.63
H -2.90 7.01 -3.06
H -2.29 4.84 -4.10
H -2.08 2.81 -2.69
H -2.78 0.65 2.56
H -2.09 1.01 4.90
H -0.95 3.12 5.53
H -0.50 4.85 3.83
H -1.14 4.47 1.48
H -4.78 2.10 2.14
H -7.15 1.42 2.00
H -8.06 0.57 -0.14
H -6.60 0.40 -2.13
H -4.21 1.03 -1.97